Record 1
ORCA calculation (ωB97M-V/def2-TZVPD) on 2 unconnected molecules or ions with the total composition C2H8.

Results
HOMO-LUMO gap in eV: 14.3671
HOMO energy in eV: -13.35
F_max in eV/Å: 0.41
Relative energy (zero: lowest compared OMol25 entry of this formula, charge and spin) in kJ/mol: 1.3
Structure (SMILES): C.C

Last column: Löwdin charge in e.
Atoms and positions in Å:
H: 6.500 -7.447 -6.000  0.02
H: 6.066 -9.121 -5.516  0.01
H: 7.491 -8.833 -6.570  0.02
H: 5.832 -8.589 -7.215  0.02
C: 6.472 -8.497 -6.325  -0.06
H: 2.998 -14.502 -5.925  0.02
H: 3.518 -12.865 -6.452  0.01
C: 2.989 -13.431 -5.672  -0.06
H: 1.948 -13.079 -5.606  0.02
H: 3.490 -13.279 -4.705  0.02

***

Record 2
ORCA calculation (ωB97M-V/def2-TZVPD) on a molecular structure, C2H8AlBBrCoO2 in a non-equilibrium geometry.

Results
Total charge: +1
HOMO-LUMO gap (spin up / spin down) in eV: 9.2836 / 6.5953
HOMO energy (spin up / spin down) in eV: -13.38 / -13.17
F_max in eV/Å: 1.69
2S+1: 4

Last column: Löwdin charge in e.
Atoms and positions in Å:
H: -1.291 1.039 -1.578  0.06
H: -2.277 -0.371 -2.099  0.09
H: -0.793 -1.732 -1.002  0.13
Al: 0.796 0.888 2.577  0.21
C: -1.294 0.051 -2.075  -0.02
Co: -1.831 1.019 0.121  0.41
H: 0.557 -1.098 -1.888  0.13
O: 2.310 -0.745 0.400  0.26
H: 1.587 0.198 3.748  -0.08
H: -0.958 0.290 -3.057  0.10
O: 0.074 -0.083 -0.112  -0.04
B: 1.158 -0.187 0.641  -0.71
H: 2.496 -1.566 0.873  0.16
Br: -1.540 0.810 2.688  0.44
C: -0.296 -0.838 -1.301  -0.11
H: 1.301 2.325 2.064  -0.04

***

Record 3
ORCA calculation (ωB97M-V/def2-TZVPD) on 2 unconnected molecules or ions with the total composition C2H8BN in a non-equilibrium geometry.

Results
HOMO-LUMO gap in eV: 8.7769
HOMO energy in eV: -8.18
F_max in eV/Å: 3.85
Relative energy (zero: lowest compared OMol25 entry of this formula, charge and spin) in kJ/mol: 173.2

Last column: Löwdin charge in e.
Atoms and positions in Å:
H: 2.036 1.297 0.647  -0.04
C: 0.232 -1.155 -1.249  -0.07
H: 1.012 -0.779 -1.904  0.05
H: -0.567 -1.556 -1.875  0.05
H: -1.917 0.691 0.875  0.08
H: 0.660 -1.994 -0.699  0.06
C: 1.103 1.214 1.175  -0.02
N: -1.614 0.058 0.154  0.15
H: -2.376 -0.476 -0.241  0.08
B: -0.309 -0.097 -0.229  -0.27
H: 1.163 0.650 2.085  -0.04
H: 0.577 2.147 1.263  -0.04

***

Record 4
ORCA calculation (ωB97M-V/def2-TZVPD) on C2H8BNO in the gas phase in a non-equilibrium geometry.

Results
HOMO-LUMO gap in eV: 10.5349
HOMO energy in eV: -10.06
F_max in eV/Å: 3.76
Relative energy (zero: lowest compared OMol25 entry of this formula, charge and spin) in kJ/mol: 3.5
Structure (SMILES): CCB(N)O

Last column: Löwdin charge in e.
Atoms and positions in Å:
N: -1.625 0.218 0.596  0.17
H: 2.747 -0.083 0.676  0.11
H: 1.002 0.987 -1.294  0.11
H: -2.271 -1.290 -1.613  0.16
H: 1.474 1.281 1.233  0.08
H: 1.331 -0.713 -1.165  0.09
C: 1.597 0.230 0.766  -0.17
C: 0.830 0.088 -0.568  -0.20
B: -0.808 -0.158 -0.521  -0.67
O: -1.338 -0.875 -1.523  0.11
H: 1.014 -0.448 1.426  0.05
H: -2.587 -0.010 0.531  0.05
H: -1.367 0.774 1.456  0.11

***

Record 5
ORCA calculation (ωB97M-V/def2-TZVPD) on 2 unconnected molecules or ions with the total composition C2H8BNO2 in a non-equilibrium geometry.

Results
HOMO-LUMO gap in eV: 10.0335
HOMO energy in eV: -9.44
F_max in eV/Å: 5.84
Relative energy (zero: lowest compared OMol25 entry of this formula, charge and spin) in kJ/mol: 347.3
Structure (SMILES): [H]/N=B\OC.CO

Last column: Löwdin charge in e.
Atoms and positions in Å:
O: -1.005 0.203 0.257  -0.13
H: 3.029 1.429 0.688  0.07
C: 2.093 0.992 0.837  -0.02
H: -0.814 -0.716 0.310  0.02
H: 0.435 -2.405 -1.775  -0.02
H: -2.494 0.776 -0.970  0.08
H: 2.094 0.264 1.603  0.08
C: -2.395 0.169 -0.064  -0.14
H: 1.208 1.673 1.095  0.13
B: 1.302 -0.702 -0.674  -0.50
H: -3.290 0.455 0.578  0.10
O: 1.639 0.508 -0.428  0.06
H: -2.544 -0.834 -0.370  0.06
N: 0.742 -1.813 -1.089  0.20

***

Record 6
ORCA calculation (ωB97M-V/def2-TZVPD) on 2 unconnected molecules or ions with the total composition C2H8BNO2 in a non-equilibrium geometry.

Results
HOMO-LUMO gap in eV: 9.0459
HOMO energy in eV: -8.97
F_max in eV/Å: 5.20
Relative energy (zero: lowest compared OMol25 entry of this formula, charge and spin) in kJ/mol: 263.7

Last column: Löwdin charge in e.
Atoms and positions in Å:
B: 0.506 -0.244 -1.792  -0.90
H: 2.236 -0.439 -2.449  0.08
H: -0.108 0.318 2.537  0.10
N: -0.407 0.280 -0.813  0.08
H: -1.255 -0.743 1.474  0.06
H: -0.656 1.656 0.913  0.12
H: -1.776 -0.634 -0.883  0.32
H: 0.322 -1.154 -3.477  0.16
C: -0.077 0.728 0.474  -0.39
O: -0.094 -1.189 -2.532  0.12
O: 1.814 0.193 -1.889  0.17
H: 0.974 1.177 0.404  0.14
C: -0.257 -0.306 1.592  -0.11
H: 0.471 -1.042 1.422  0.04

***

Record 7
ORCA calculation (ωB97M-V/def2-TZVPD) on 2 unconnected molecules or ions with the total composition C2H8Cl2Si2 in a non-equilibrium geometry.

Results
HOMO-LUMO gap in eV: 7.3894
HOMO energy in eV: -8.30
F_max in eV/Å: 4.10
Relative energy (zero: lowest compared OMol25 entry of this formula, charge and spin) in kJ/mol: 289.1

Last column: Löwdin charge in e.
Atoms and positions in Å:
C: -1.739 0.924 -1.360  -0.28
H: -0.690 0.604 -1.596  -0.01
H: -1.520 -1.380 0.393  -0.04
H: 1.093 0.659 1.949  -0.22
H: -2.220 0.791 -2.243  -0.02
H: 0.386 -2.225 0.793  0.01
H: 2.096 -2.115 0.960  0.00
Si: 1.222 0.337 0.569  0.69
C: 1.277 -1.595 0.451  -0.42
H: 1.326 -1.770 -0.670  0.01
Si: -2.368 -0.110 0.104  -0.25
Cl: -4.354 -0.578 -0.177  0.25
H: -1.600 1.985 -1.094  0.04
Cl: -2.338 0.933 1.876  0.25

***

Record 8
ORCA calculation (ωB97M-V/def2-TZVPD) on C2H8ClN2P in the gas phase in a non-equilibrium geometry.

Results
HOMO-LUMO gap in eV: 9.1130
HOMO energy in eV: -8.34
F_max in eV/Å: 4.18
Relative energy (zero: lowest compared OMol25 entry of this formula, charge and spin) in kJ/mol: 151.7
Structure (SMILES): CNP(Cl)NC

Last column: Löwdin charge in e.
Atoms and positions in Å:
H: 3.069 0.010 0.072  0.04
C: 2.429 -0.877 -0.052  -0.30
H: -2.668 0.021 -0.967  0.03
H: -3.427 0.917 0.191  0.08
H: 2.901 -1.679 0.491  0.03
P: 0.049 0.885 -0.781  0.50
N: 1.011 -0.758 0.362  -0.25
C: -2.513 0.322 0.009  -0.16
H: -2.647 -0.617 0.480  0.06
N: -1.235 1.099 0.200  -0.42
H: 0.266 -1.407 0.025  0.01
Cl: 1.210 2.399 -0.124  0.18
H: 2.600 -1.379 -1.127  0.09
H: -1.045 1.063 1.223  0.09